# 1
A 4-piece molecular cluster, C34H76N3O3P overall, computed with ωB97M-V with the def2-TZVPD basis set.

Each line ends with the Löwdin charge.
Cartesian coordinates (Å):
N 12.81390 18.52628 -6.98046  -0.611
O 12.62358 18.73525 -8.19882  -0.061
O 11.83023 18.62565 -6.23005  -0.052
O 13.95580 18.19921 -6.61024  -0.068
C 8.62659 16.83160 -5.95601  -0.092
C 7.53987 17.93115 -6.09478  -0.221
C 8.07838 19.38177 -6.31651  -0.246
C 8.60233 19.70275 -7.70472  -0.270
P 8.58969 21.44389 -8.20228  1.035
C 9.15669 21.62004 -9.95237  -0.230
C 10.42874 20.83059 -10.32435  -0.257
C 10.54034 20.40259 -11.77805  -0.246
C 11.87865 19.71935 -12.05738  -0.106
C 9.73780 22.37167 -7.12613  -0.277
C 11.25533 22.16024 -7.26323  -0.208
C 11.97393 22.88465 -6.09421  -0.265
C 12.15275 22.08495 -4.83247  -0.110
C 6.93915 22.19539 -7.86018  -0.269
C 5.78405 21.43241 -8.48694  -0.238
C 4.41807 21.61570 -7.72471  -0.241
C 3.97245 23.09420 -7.52093  -0.090
H 9.30411 17.24677 -5.20803  0.057
H 9.28500 16.82731 -6.83477  0.065
H 8.31297 15.79120 -5.95612  0.073
H 7.02766 17.95425 -5.13398  0.106
H 6.86876 17.82297 -6.94854  0.103
H 8.89477 19.61455 -5.62389  0.107
H 7.29901 20.07717 -5.99434  0.098
H 8.02669 19.07774 -8.39221  0.107
H 9.67065 19.46846 -7.74804  0.075
H 9.19993 22.65357 -10.29668  0.109
H 8.24241 21.21694 -10.40689  0.091
H 10.53730 19.93779 -9.70242  0.091
H 11.31241 21.41699 -10.06915  0.107
H 10.61683 21.33285 -12.34724  0.109
H 9.64761 19.90347 -12.15447  0.113
H 12.43690 19.20261 -11.27348  0.062
H 12.49614 20.43639 -12.60044  0.074
H 11.90247 18.89194 -12.77738  0.072
H 9.38706 22.28232 -6.09488  0.098
H 9.59908 23.41247 -7.43606  0.104
H 11.46818 22.63289 -8.21962  0.104
H 11.41184 21.08236 -7.18687  0.088
H 11.65711 23.92533 -5.97678  0.113
H 13.00859 23.13120 -6.36640  0.108
H 12.47206 22.69028 -3.98519  0.079
H 12.92750 21.33795 -5.01032  0.068
H 11.20412 21.58914 -4.60868  0.069
H 6.95351 23.24889 -8.14349  0.107
H 6.98034 22.20310 -6.76741  0.093
H 5.99671 20.36382 -8.56003  0.094
H 5.50116 21.73262 -9.49633  0.115
H 4.34166 21.06217 -6.78878  0.101
H 3.69843 21.16718 -8.41211  0.102
H 3.68109 23.49984 -8.48812  0.078
H 4.75157 23.61340 -6.96640  0.063
H 3.05518 23.07351 -6.93332  0.075
C 15.46664 20.25535 -0.66393  -0.103
C 15.11114 20.08832 -2.14727  -0.242
C 15.10629 18.63548 -2.62183  -0.179
C 13.72293 18.09588 -3.01036  -0.109
N 13.54562 16.59022 -2.81925  -0.223
C 13.46118 16.07895 -1.37442  -0.065
C 12.13843 15.32139 -1.31487  -0.145
C 11.72565 14.94071 -2.76337  -0.112
C 12.26251 16.17840 -3.51132  -0.132
C 14.60085 15.86543 -3.66169  0.024
H 15.61720 21.31440 -0.45150  0.077
H 16.42644 19.83077 -0.35489  0.077
H 14.76628 19.79364 0.03368  0.073
H 15.79598 20.70287 -2.73152  0.110
H 14.13720 20.54892 -2.33519  0.100
H 15.49601 18.03008 -1.79871  0.109
H 15.75746 18.54372 -3.49082  0.115
H 13.66254 18.33145 -4.07336  0.106
H 12.91114 18.49911 -2.40715  0.141
H 14.29167 15.40592 -1.17074  0.132
H 13.51084 16.90161 -0.66502  0.132
H 12.21708 14.42677 -0.69688  0.122
H 11.38815 15.92823 -0.80669  0.120
H 12.29601 14.05856 -3.05019  0.112
H 10.64732 14.85678 -2.84747  0.123
H 12.35948 16.06059 -4.58787  0.131
H 11.50308 16.94918 -3.36898  0.131
H 15.54928 15.78114 -3.13570  0.108
H 14.71555 16.44401 -4.57780  0.089
H 14.26013 14.87210 -3.94635  0.103
C 18.96958 21.23999 -9.34452  -0.094
C 17.63805 20.46378 -9.18217  -0.265
C 17.82396 18.97065 -9.29611  -0.191
C 16.39180 18.36273 -9.33201  -0.098
N 16.37567 16.84313 -9.28838  -0.221
C 16.83444 16.18118 -8.03303  -0.141
C 16.25749 14.76907 -7.91656  -0.128
C 14.89589 14.99172 -8.57937  -0.157
C 14.90586 16.24857 -9.41800  -0.050
C 17.21933 16.26367 -10.40754  0.028
H 19.69359 21.12911 -8.53998  0.076
H 18.70946 22.29120 -9.46853  0.074
H 19.43689 20.93859 -10.28424  0.074
H 16.96697 20.87334 -9.93884  0.115
H 17.25692 20.71799 -8.19148  0.115
H 18.30537 18.62244 -8.37652  0.119
H 18.54252 18.70717 -10.07234  0.115
H 15.95585 18.66973 -10.28403  0.138
H 15.72766 18.75723 -8.56391  0.122
H 17.91294 16.17893 -7.87184  0.137
H 16.44970 16.70085 -7.15273  0.132
H 16.82834 14.03236 -8.47854  0.116
H 16.19962 14.51667 -6.86182  0.115
H 14.62590 14.16425 -9.23956  0.119
H 14.06747 14.97337 -7.87036  0.117
H 14.68282 16.07928 -10.46831  0.133
H 14.25806 17.02983 -9.01796  0.096
H 17.03037 16.81849 -11.32498  0.115
H 16.95617 15.21455 -10.50951  0.109
H 18.28106 16.38812 -10.20557  0.106

Results
Energy relative to the best compared isomer or geometry (same formula, charge and spin) ... 0.00 kcal/mol
Strongest force on any atom ... 2.46 eV/A
Charge ... +2

***

# 2
C34H77Cl2FGaO10 as an isolated structure, computed with ωB97M-V with the def2-TZVPD basis set.

Each line ends with the Löwdin charge.
Cartesian coordinates (Å):
C 1.45836 3.95707 0.59377  -0.130
C 2.09872 2.53912 0.17154  -0.256
C 0.87714 1.61906 -0.35703  -0.201
C 1.52969 0.42190 -1.17095  -0.190
C 0.69347 -0.04675 -2.45318  -0.215
C 0.17509 1.13382 -3.36580  -0.215
C -1.29245 1.67546 -3.07152  -0.282
C -2.11395 0.93221 -1.93941  -0.249
Ga -3.78670 1.94619 -1.27258  0.421
F -3.43359 2.54357 0.50639  -0.374
C -4.20812 3.64213 -2.36828  -0.259
C -3.85239 4.96377 -1.51428  -0.327
C -2.25854 5.15513 -1.65858  -0.152
C -5.35803 0.56957 -1.27392  -0.649
Cl -6.54382 0.64973 -2.65009  0.454
C -5.47315 -0.38421 -0.26811  -0.736
C -4.51888 -0.52896 0.97481  -0.135
Cl -6.85448 -1.58593 -0.38764  0.456
H 0.89863 4.33948 -0.30882  0.064
H 0.72490 3.74309 1.42809  0.069
H 2.23971 4.68266 0.96987  0.062
H 2.84876 2.74510 -0.64760  0.093
H 2.59624 2.05059 1.07141  0.101
H 0.34371 1.26866 0.58101  0.106
H 0.22343 2.31353 -0.95658  0.090
H 2.62479 0.58990 -1.43876  0.099
H 1.53748 -0.49267 -0.46801  0.099
H -0.09262 -0.81907 -2.17629  0.104
H 1.44617 -0.63078 -3.08909  0.085
H 0.89183 2.02106 -3.26981  0.107
H 0.24636 0.83009 -4.46616  0.087
H -1.23278 2.79758 -2.88470  0.071
H -1.89356 1.57265 -4.03855  0.103
H -2.50664 -0.04129 -2.39918  0.060
H -1.52112 0.62462 -1.02766  0.035
H -3.73128 3.66172 -3.39195  0.042
H -5.34700 3.66520 -2.48603  0.036
H -4.40600 5.88199 -1.89028  0.085
H -4.11126 4.84352 -0.41912  0.082
H -1.68317 4.37203 -1.08438  0.054
H -2.04155 5.09682 -2.77698  0.064
H -1.96657 6.21388 -1.35123  0.060
H -3.59703 0.11524 0.92192  0.057
H -4.17136 -1.61158 1.01128  0.069
H -5.11538 -0.36522 1.93245  0.080
C 1.98698 -2.22199 2.23145  -0.102
O 1.57184 -2.66144 0.94632  -0.203
C 1.77522 -4.05669 0.74934  -0.196
C 0.51946 -4.86753 1.06126  -0.200
O 0.13476 -4.75943 2.42773  -0.196
C -0.84628 -3.75088 2.63844  -0.101
H 1.48029 -1.28500 2.45193  0.077
H 1.75150 -2.94187 3.01700  0.085
H 3.06775 -2.04652 2.22876  0.088
H 2.62984 -4.40474 1.33685  0.123
H 2.01738 -4.19150 -0.30971  0.124
H 0.74085 -5.92404 0.87730  0.120
H -0.31056 -4.58276 0.40688  0.127
H -1.84040 -4.14449 2.41342  0.089
H -0.66741 -2.86176 2.02930  0.087
H -0.80925 -3.45693 3.68875  0.076
C 6.79277 -1.06575 -4.26528  -0.115
O 6.29684 -1.40851 -5.55239  -0.196
C 5.18330 -2.29705 -5.49451  -0.194
C 3.85128 -1.55323 -5.55120  -0.197
O 3.66583 -0.69297 -4.43273  -0.207
C 4.05958 0.64627 -4.69658  -0.105
H 7.35788 -0.14020 -4.35210  0.087
H 5.99512 -0.92358 -3.53434  0.083
H 7.46157 -1.85477 -3.90707  0.085
H 5.24682 -2.93106 -4.60542  0.124
H 5.25360 -2.94342 -6.37504  0.123
H 3.04561 -2.29336 -5.51621  0.124
H 3.74645 -0.99286 -6.48491  0.119
H 3.25440 1.17819 -5.20874  0.087
H 4.96775 0.70128 -5.30287  0.081
H 4.25676 1.13462 -3.74022  0.088
C -0.27741 -3.29466 -9.73121  -0.118
O -1.11172 -2.44311 -8.95857  -0.193
C -0.73301 -2.39922 -7.58416  -0.189
C 0.18241 -1.21671 -7.27869  -0.188
O 1.42264 -1.29802 -7.97853  -0.212
C 1.41483 -0.56776 -9.19686  -0.111
H -0.36725 -3.00491 -10.77608  0.087
H 0.77173 -3.23087 -9.43738  0.080
H -0.61029 -4.33171 -9.62330  0.086
H -0.27340 -3.34536 -7.28453  0.125
H -1.65570 -2.27628 -7.00946  0.129
H 0.42080 -1.23738 -6.21039  0.118
H -0.31364 -0.26430 -7.49000  0.129
H 1.62164 0.48717 -9.00162  0.087
H 0.46297 -0.65354 -9.72726  0.083
H 2.20086 -0.97207 -9.83794  0.089
C -3.01172 1.64455 4.80654  -0.089
O -2.49133 1.09896 6.01721  -0.220
C -2.42002 -0.32598 5.99224  -0.190
C -1.03873 -0.82030 5.56956  -0.192
O -0.71279 -0.42906 4.24046  -0.201
C 0.05103 0.76939 4.19428  -0.105
H -2.69995 2.68414 4.73792  0.092
H -2.65871 1.11289 3.92215  0.083
H -4.10458 1.60551 4.82639  0.090
H -3.20411 -0.73620 5.34975  0.127
H -2.60954 -0.66796 7.01493  0.115
H -1.04932 -1.91506 5.58383  0.116
H -0.26450 -0.48677 6.26785  0.115
H 1.10792 0.54536 4.36180  0.085
H -0.28025 1.50384 4.93298  0.084
H -0.06701 1.20778 3.20133  0.086
C 1.35236 0.81592 11.23447  -0.117
O 0.19673 1.61117 11.00800  -0.196
C -0.01720 1.89173 9.62558  -0.187
C -0.98618 0.90379 8.98164  -0.191
O -0.47995 -0.43003 8.99205  -0.207
C -0.94381 -1.18649 10.10103  -0.110
H 1.25392 0.33913 12.20745  0.087
H 1.48306 0.04281 10.47546  0.081
H 2.24157 1.45393 11.24313  0.086
H 0.93598 1.91960 9.09006  0.126
H -0.46142 2.89036 9.57504  0.126
H -1.11323 1.18452 7.93226  0.105
H -1.97137 0.94280 9.45732  0.133
H -1.93637 -1.59120 9.88857  0.086
H -0.98770 -0.59481 11.01906  0.082
H -0.24883 -2.01333 10.26030  0.090

Results
Total energy ... -5038.86919 a.u.
Strongest force on any atom ... 2.58 eV/A
Charge ... -1